# 1
# C9H23ClO3PS

A 2-piece molecular cluster, C9H23ClO3PS overall (wB97M-V/def2-TZVPD, the OMol25 dataset).

Last column: natural (NBO) charge in e.
Cartesian coordinates (Å):
Cl  -6.062  3.576  1.252  -0.183
S  -1.527  -0.420  -1.069  0.177
P  -4.357  -0.137  0.168  1.152
O  -4.683  1.315  1.226  -0.798
O  3.264  -2.064  -0.044  -0.529
O  -4.578  0.926  -1.233  -0.814
C  5.584  -2.538  -0.717  -0.643
C  3.527  -1.754  1.310  -0.063
C  -5.372  2.013  -0.888  -0.106
C  0.404  1.593  -0.926  -0.621
C  4.292  -1.777  -0.967  -0.063
C  -2.494  0.336  0.256  -0.842
C  3.810  -0.283  1.563  -0.646
C  -4.870  2.427  0.482  0.151
C  0.134  0.129  -0.583  -0.539
H  5.399  -3.613  -0.712  0.210
H  3.933  -0.110  2.633  0.212
H  0.178  0.001  0.502  0.197
H  -5.778  -0.395  0.145  -0.154
H  -4.083  -1.245  -0.698  -0.144
H  1.457  1.857  -0.795  0.185
H  2.980  0.328  1.206  0.222
H  -5.278  2.841  -1.597  0.167
H  -4.223  -0.932  1.362  -0.153
H  4.342  -2.376  1.701  0.151
H  2.620  -2.047  1.838  0.195
H  3.880  -2.060  -1.936  0.189
H  0.861  -0.535  -1.048  0.213
H  0.091  1.813  -1.946  0.210
H  6.304  -2.314  -1.506  0.210
H  -2.342  1.414  0.218  0.195
H  4.489  -0.699  -1.008  0.158
H  -2.105  -0.039  1.206  0.195
H  -3.948  3.019  0.389  0.145
H  4.721  0.053  1.067  0.197
H  6.042  -2.268  0.235  0.201
H  -0.180  2.240  -0.269  0.207
H  -6.432  1.729  -0.817  0.158

LUMO energy in eV: 2.532
Charge: -1
HOMO-LUMO gap in eV: 7.1
Calculated total energy in eV: -48494.90268
E_HOMO in eV: -4.594

***

# 2
# C35H30CsN4OPS

C35H30CsN4OPS as an isolated structure in a non-equilibrium geometry (wB97M-V/def2-TZVPD, the OMol25 dataset).

Last column: Mulliken charge in e.
Cartesian coordinates (Å):
Cs  0.635  -1.094  0.069  1.452
S  3.496  -2.684  4.609  -0.141
P  1.170  1.894  -1.261  0.045
O  -1.197  -0.622  2.000  -0.726
N  0.834  -5.840  2.447  0.037
N  -2.405  0.521  3.534  0.211
N  0.520  -4.216  0.951  -0.171
N  2.234  -2.396  2.417  0.021
C  1.859  2.875  -3.993  -0.479
C  1.638  4.796  -1.151  -0.001
C  1.698  2.610  -5.383  -0.720
C  -0.467  2.537  -0.671  0.741
C  -1.010  -5.541  -0.549  -0.787
C  -1.066  -0.688  -2.883  -0.243
C  -0.623  -7.620  1.360  -1.149
C  3.016  -1.777  3.248  -0.266
C  3.594  5.787  -0.150  -0.400
C  -0.580  2.790  0.697  -0.531
C  -1.307  -0.998  -4.257  -0.702
C  3.308  3.401  -0.187  -0.388
C  -2.380  1.399  4.694  -0.828
C  -1.618  -6.770  -0.693  -0.563
C  -2.880  3.449  0.444  -0.692
C  0.245  0.722  -4.939  0.220
C  -0.157  0.267  -2.508  -0.472
C  -0.017  -6.373  1.493  0.584
C  1.240  2.044  -3.103  0.380
C  2.087  3.508  -0.845  -0.151
C  -0.662  -0.327  -5.265  -0.789
C  -3.617  0.344  2.744  -0.857
C  -1.584  2.759  -1.471  -0.252
C  -1.426  -7.795  0.251  -0.406
C  2.587  -4.002  4.038  -0.353
C  -2.777  3.214  -0.922  -0.666
C  -1.263  0.030  3.035  -0.075
C  0.452  0.965  -3.574  -0.014
C  -1.773  3.234  1.256  -0.441
C  0.921  1.580  -5.849  -0.834
C  2.375  5.921  -0.810  -0.718
C  1.985  -3.677  2.864  -0.284
C  4.062  4.520  0.161  -0.599
C  -0.198  -5.347  0.568  0.535
C  1.109  -4.556  2.061  0.275
H  5.011  4.401  0.672  0.375
H  -1.922  -8.746  0.101  0.371
H  -0.479  -8.414  2.081  0.373
H  2.548  -4.928  4.589  0.317
H  0.686  4.922  -1.659  0.409
H  3.685  2.411  0.061  0.259
H  3.357  -0.760  3.106  0.479
H  -1.699  1.013  5.450  0.350
H  -1.833  3.434  2.320  0.452
H  -3.377  1.431  5.129  0.302
H  2.452  3.723  -3.669  0.437
H  0.805  1.436  -6.918  0.374
H  -0.860  -0.575  -6.302  0.371
H  -2.020  -1.775  -4.518  0.372
H  -3.560  0.916  1.815  0.226
H  2.000  6.908  -1.058  0.383
H  -2.087  2.419  4.438  0.287
H  -0.371  0.264  3.636  0.389
H  -1.524  2.561  -2.535  0.419
H  -4.467  0.686  3.330  0.329
H  4.169  6.664  0.119  0.369
H  -3.631  3.384  -1.568  0.434
H  -1.150  -4.748  -1.273  0.522
H  0.292  2.660  1.333  0.444
H  -3.812  3.804  0.868  0.394
H  -2.254  -6.953  -1.549  0.398
H  -3.746  -0.707  2.492  0.285
H  1.183  -6.307  3.263  0.198
H  -1.647  -1.228  -2.133  0.486
H  2.195  3.257  -6.097  0.392

LUMO energy in eV: -0.200
HOMO-LUMO gap in eV: 5.8
Calculated total energy in eV: -65461.34188
E_HOMO in eV: -6.024
ΔE to the lowest compared entry with this formula, charge and spin in eV: 0.583

***

# 3
# C2H6NS

A 2-piece molecular cluster, C2H6NS overall in a non-equilibrium geometry (wB97M-V/def2-TZVPD, the OMol25 dataset).

Last column: Mulliken spin population.
Cartesian coordinates (Å):
S  -1.992  -0.499  -0.337  0.067
N  1.023  -0.747  0.545  -0.655
C  1.918  0.477  0.547  3.750
C  1.564  1.433  -0.326  -0.874
H  1.899  2.529  -0.303  -0.458
H  -2.734  -0.118  -1.377  0.002
H  2.660  0.365  1.356  -0.723
H  0.489  1.237  -0.788  0.034
H  0.052  -0.721  0.357  0.164
H  1.450  -1.539  1.007  -0.306

LUMO energy (spin up / spin down) in eV: 6.678 / 6.672
Charge: -2
HOMO-LUMO gap (spin up / spin down) in eV: 2.3 / 6.9
Calculated total energy in eV: -14491.72179
2S+1: 2
E_HOMO (spin up / spin down) in eV: 4.379 / -0.212
ΔE to the lowest compared entry with this formula, charge and spin in eV: 1.252

***

# 4
# C5H6OS2

A single C5H6OS2 molecule in a non-equilibrium geometry (wB97M-V/def2-TZVPD, the OMol25 dataset).

Last column: natural (NBO) charge in e.
Cartesian coordinates (Å):
S  -1.246  -0.333  -1.512  0.208
S  0.636  1.581  -0.386  0.260
O  -0.769  -0.792  1.011  -0.515
C  -1.143  1.108  -0.416  -0.513
C  -0.121  -1.011  -0.225  -0.051
C  -1.447  0.477  0.946  -0.105
C  1.153  -0.110  -0.308  -0.181
C  2.397  -0.570  -0.299  -0.420
H  -1.087  1.047  1.783  0.204
H  -1.814  1.948  -0.696  0.272
H  -2.523  0.219  1.060  0.194
H  0.109  -2.033  -0.342  0.225
H  2.598  -1.638  -0.224  0.211
H  3.257  0.108  -0.392  0.212

LUMO energy in eV: 0.635
HOMO-LUMO gap in eV: 9.2
Calculated total energy in eV: -28998.99346
E_HOMO in eV: -8.541
Structure (SMILES): C=C1S[C@@H]2CO[C@H]1S2
ΔE to the lowest compared entry with this formula, charge and spin in eV: 0.962

***

# 5
# C29H28N4O5

A single C29H28N4O5 molecule (wB97M-V/def2-TZVPD, the OMol25 dataset).

Last column: natural (NBO) charge in e.
Cartesian coordinates (Å):
O  4.710  -1.481  1.755  -0.604
O  -2.064  1.745  2.489  -0.634
O  -2.448  -2.754  1.971  -0.593
O  -6.214  0.241  -2.614  -0.492
O  1.316  4.760  1.687  -0.551
N  -2.267  -0.512  2.248  -0.458
N  -0.191  0.543  2.164  -0.609
N  4.146  0.207  -1.725  -0.417
N  4.246  -1.999  -0.391  -0.431
C  3.834  2.192  -0.382  -0.282
C  -0.293  -1.802  1.751  -0.226
C  -6.799  -0.835  -3.306  -0.252
C  -5.102  1.114  -0.753  -0.257
C  -0.662  4.075  0.557  -0.737
C  3.892  -1.759  0.901  0.652
C  -1.549  0.664  2.312  0.803
C  1.617  2.976  0.194  -0.238
C  1.911  0.974  -1.123  -0.247
C  3.310  1.088  -1.073  0.200
C  0.454  -0.624  1.848  0.280
C  -4.406  -0.266  1.089  -0.099
C  -3.720  -0.413  2.421  -0.244
C  5.480  -0.087  -1.230  -0.222
C  -4.498  0.981  0.478  -0.181
C  -1.740  -1.772  1.994  0.684
C  2.428  -1.831  1.209  0.000
C  0.342  -2.997  1.412  -0.122
C  5.567  -1.573  -0.805  -0.245
C  1.690  -3.014  1.130  -0.267
C  0.806  4.004  0.885  0.571
C  3.009  3.092  0.247  -0.119
C  3.617  -0.912  -2.466  -0.233
C  -5.632  0.000  -1.406  0.306
C  -5.535  -1.249  -0.803  -0.330
C  3.325  -2.088  -1.503  -0.234
C  1.088  1.901  -0.519  -0.169
C  -4.922  -1.373  0.433  -0.115
C  1.824  -0.649  1.598  -0.268
H  3.428  3.930  0.785  0.239
H  -4.045  -1.327  2.921  0.237
H  -7.605  -1.296  -2.725  0.177
H  -6.058  -1.597  -3.568  0.175
H  -3.910  0.458  3.050  0.241
H  -1.201  3.323  1.135  0.265
H  -0.257  -3.893  1.363  0.242
H  2.301  -2.041  -1.132  0.227
H  -5.930  -2.131  -1.281  0.218
H  4.899  2.360  -0.352  0.218
H  6.220  0.128  -2.010  0.198
H  2.725  -0.622  -3.018  0.223
H  -4.839  -2.348  0.889  0.218
H  2.182  -3.934  0.852  0.225
H  6.247  -1.687  0.039  0.256
H  1.443  0.148  -1.635  0.204
H  5.693  0.532  -0.361  0.223
H  -7.213  -0.408  -4.219  0.200
H  2.406  0.254  1.690  0.236
H  3.467  -3.046  -2.018  0.200
H  -4.094  1.848  0.978  0.231
H  0.019  1.760  -0.584  0.220
H  -1.042  5.050  0.852  0.242
H  5.899  -2.214  -1.625  0.196
H  -5.185  2.076  -1.234  0.223
H  -0.847  3.911  -0.501  0.219
H  4.378  -1.202  -3.197  0.203
H  0.344  1.400  2.228  0.431

LUMO energy in eV: 0.073
HOMO-LUMO gap in eV: 8.3
Calculated total energy in eV: -46727.68768
E_HOMO in eV: -8.218
Structure (SMILES): COc1ccc(Cn2c(=O)[nH]c3cc(C(=O)N4CCN(c5ccc(C(C)=O)cc5)CC4)ccc3c2=O)cc1
ΔE to the lowest compared entry with this formula, charge and spin in eV: 0.000

***

# 6
# C21H46MgN3OP2S

C21H46MgN3OP2S as an isolated structure in a non-equilibrium geometry (wB97M-V/def2-TZVPD, the OMol25 dataset).

Last column: Mulliken charge in e.
Cartesian coordinates (Å):
S  1.242  1.393  -1.092  -0.473
P  -2.596  0.604  -0.634  0.211
P  1.374  -2.248  0.315  -0.380
Mg  -0.240  -0.334  -0.021  1.867
O  -1.203  0.124  3.152  -0.292
N  -1.532  -2.079  0.026  0.328
N  1.547  3.500  0.516  -0.081
N  3.119  1.804  0.795  -0.072
C  0.212  -3.544  0.977  -0.765
C  2.370  -1.096  2.592  -1.373
C  1.946  -3.026  -1.241  0.671
C  -1.102  -3.466  0.194  -1.407
C  4.031  2.718  1.508  -0.716
C  2.670  -2.238  1.606  0.761
C  -4.572  2.509  0.085  -1.829
C  3.189  3.676  2.337  -0.515
C  4.079  -2.119  1.041  -1.437
C  2.216  4.427  1.444  -0.700
C  2.791  -2.054  -2.079  -1.393
C  -0.843  0.110  2.055  -0.252
C  -4.409  0.931  -2.813  -1.590
C  -2.931  0.992  -2.410  0.735
C  -3.712  -0.818  -0.280  -0.791
C  2.017  2.294  0.158  0.281
C  -2.235  2.286  -2.844  -1.488
C  2.610  -4.377  -0.955  -1.705
C  -2.977  -2.081  0.235  -1.216
C  -3.181  1.995  0.444  0.453
C  -2.134  3.117  0.479  -0.961
H  -1.119  2.750  0.679  -0.188
H  -4.406  -0.501  0.503  0.419
H  -4.591  1.641  -3.628  0.395
H  3.550  1.024  0.293  0.161
H  -2.394  3.827  1.277  0.480
H  -4.678  -0.071  -3.171  0.389
H  4.651  3.254  0.771  0.349
H  -5.088  1.187  -1.993  0.308
H  -3.234  -2.208  1.337  0.267
H  -1.865  -4.154  0.630  0.508
H  -1.170  2.301  -2.578  0.186
H  2.738  -2.376  -3.127  0.439
H  2.621  -4.656  0.108  0.430
H  -1.353  -1.953  -2.117  -0.232
H  4.770  -1.996  1.883  0.489
H  3.860  4.397  2.822  0.346
H  -5.333  1.723  0.153  0.374
H  -2.295  2.353  -3.937  0.530
H  3.118  -1.124  3.393  0.531
H  0.778  3.850  -0.052  0.300
H  0.656  -4.558  0.994  0.504
H  2.070  -5.165  -1.498  0.252
H  -2.103  3.671  -0.468  0.266
H  3.841  -2.088  -1.768  0.378
H  4.188  -1.246  0.381  0.106
H  -3.228  1.535  1.445  0.540
H  2.432  -1.014  -2.029  0.146
H  -2.739  3.167  -2.429  0.259
H  2.638  3.127  3.121  0.279
H  -0.087  -3.206  1.981  0.409
H  -1.665  -2.288  -2.861  0.001
H  4.692  2.111  2.133  0.383
H  -3.467  -2.926  -0.347  0.481
H  1.007  -3.210  -1.787  0.558
H  2.731  5.188  0.843  0.345
H  2.437  -0.109  2.108  0.143
H  1.455  4.939  2.039  0.358
H  -0.930  -3.845  -0.828  0.268
H  -4.604  2.959  -0.915  0.309
H  3.642  -4.365  -1.319  0.451
H  4.377  -3.017  0.490  0.277
H  -4.303  -1.000  -1.199  0.335
H  -2.423  0.149  -2.906  0.190
H  1.382  -1.167  3.059  0.288
H  2.540  -3.204  2.122  0.630
H  -4.849  3.293  0.802  0.490

LUMO energy in eV: -2.426
Charge: +1
HOMO-LUMO gap in eV: 7.0
Calculated total energy in eV: -63894.29633
E_HOMO in eV: -9.408

***

- Look up the calculated total energy of the first one.
  -48494.90268 eV

***

- calculated total energy of number 2 (C35H30CsN4OPS)?
  -65461.34188 eV

***

- Which of these has the highest calculated total energy?
  C2H6NS